A single C5H7NO molecule, computed with ωB97M-V with the def2-TZVPD basis set.

The spin multiplicity is 1. Its total charge is 0. The value obtained for the gap between HOMO and LUMO (alpha / beta) is 7.54 / 7.54 eV. The calculation puts the total energy at -324.46791 Ha. As for the LUMO energy (alpha / beta): 0.04 / 0.04 eV. As for the strongest force on any atom: 0.01193 Eh/bohr.

Last column: Löwdin charge in e.
Geometry (Å):
O1 -2.32745 1.21248 -0.35164  -0.108
C1 -1.27683 2.15279 -0.09251  -0.325
C2 0.12584 1.62503 -0.03247  -0.027
C3 0.26363 0.30662 0.02024  -0.179
C4 0.92267 -0.86680 0.25641  -0.250
C5 1.28748 -2.21345 -0.16761  -0.051
N1 1.55438 -1.63024 1.17343  0.112
H1 -2.24302 0.95395 -1.27898  0.082
H2 -1.31007 2.96167 -0.83739  0.098
H3 -1.53672 2.61179 0.87009  0.113
H4 -0.63042 -0.45149 0.03036  0.184
H5 2.08327 -2.28956 -0.90506  0.111
H6 0.60931 -3.05900 -0.12811  0.106
H7 2.47793 -1.31377 1.44326  0.133

---

A molecular structure, C5H7NO, computed with ωB97M-V with the def2-TZVPD basis set.

The spin multiplicity is 1. Its total charge is 0. The value obtained for the gap between HOMO and LUMO is 10.36 eV. The calculation puts the total energy at -324.65129 Ha. As for the LUMO energy: 0.96 eV. As for the strongest force on any atom: 0.01944 Eh/bohr.

Last column: Löwdin charge in e.
Geometry (Å):
C1 1.88419 0.41523 -0.97587  -0.095
C2 -0.16789 -0.03100 0.34728  -0.231
C3 -1.11187 -0.31950 -0.55104  0.058
C4 -2.02940 -0.47999 0.58116  -0.433
N1 -3.23940 -0.77797 0.67179  0.186
O1 -1.00940 -0.16567 1.51633  0.035
C5 1.26469 0.35146 0.42500  -0.170
H1 2.82036 0.97513 -0.96972  0.073
H2 2.09555 -0.58729 -1.35023  0.079
H3 1.20777 0.90254 -1.68148  0.076
H4 -1.25048 -0.41309 -1.61245  0.109
H5 -3.61657 -0.81441 1.61162  0.062
H6 1.34511 1.31708 0.94122  0.125
H7 1.80733 -0.37253 1.04638  0.125

---

A molecular structure, C5H7NO, computed with ωB97M-V with the def2-TZVPD basis set.

The spin multiplicity is 1. Its total charge is 0. The value obtained for the gap between HOMO and LUMO is 9.72 eV. The calculation puts the total energy at -324.54566 Ha. As for the LUMO energy: 0.83 eV. As for the strongest force on any atom: 0.03455 Eh/bohr.

Last column: Löwdin charge in e.
Geometry (Å):
C1 0.60375 2.19592 1.18502  -0.118
N1 0.29457 0.80009 1.44727  0.059
C2 -0.17887 0.09732 0.52670  -0.391
O1 -0.56807 0.46941 -0.76857  0.012
C3 -0.99823 -0.87555 -1.01381  -0.312
C4 0.13599 -1.75801 -1.14684  -0.011
C5 -0.64473 -1.33220 0.39260  0.026
H1 -0.02890 2.83230 1.81279  0.077
H2 1.64221 2.37710 1.48472  0.074
H3 0.47668 2.49449 0.13682  0.073
H4 -1.92019 -0.99166 -1.56432  0.147
H5 1.11055 -1.36194 -1.39087  0.122
H6 -0.08013 -2.78817 -1.43929  0.121
H7 0.15539 -2.15910 0.33778  0.120

---

A single C5H7NO molecule, computed with ωB97M-V with the def2-TZVPD basis set.

The spin multiplicity is 1. Its total charge is 0. The value obtained for the gap between HOMO and LUMO (alpha / beta) is 7.51 / 7.89 eV. The calculation puts the total energy at -324.42360 Ha. As for the LUMO energy (alpha / beta): 0.43 / 0.41 eV. As for the strongest force on any atom: 0.09690 Eh/bohr. As for the structure (SMILES): CCc1c/c1=N/O.

Last column: Löwdin charge in e.
Geometry (Å):
C1 -0.67903 -1.58858 -1.26138  -0.134
C2 -1.04105 -0.34833 -0.45414  -0.230
C3 0.13499 0.40308 -0.14210  -0.173
C4 1.44392 0.55397 -0.45341  0.080
C5 0.89317 1.46225 0.47709  -0.017
N1 1.54082 2.06429 2.01278  -0.093
O1 0.55165 2.35748 2.85561  -0.186
H1 -0.06803 -2.33118 -0.62976  0.103
H2 -0.11489 -1.41226 -2.20383  0.084
H3 -1.61824 -2.10943 -1.52737  0.073
H4 -1.65144 -0.74152 0.40774  0.137
H5 -1.75027 0.16451 -1.15986  0.140
H6 2.32514 0.05601 -0.72941  0.101
H7 0.03329 1.46972 2.80804  0.114

---

2 unconnected molecules or ions with the total composition C5H7NO2, computed with ωB97M-V with the def2-TZVPD basis set.

The spin multiplicity is 1. Its total charge is 0. The value obtained for the gap between HOMO and LUMO is 10.27 eV. The calculation puts the total energy at -399.89309 Ha. As for the LUMO energy: 0.41 eV. As for the strongest force on any atom: 0.08713 Eh/bohr. As for the structure (SMILES): C=C(C)C=O.N=C=O.

Last column: Löwdin charge in e.
Geometry (Å):
C1 1.21531 -0.04747 -1.07191  0.036
C2 0.75582 0.11329 0.12857  -0.384
C3 0.50818 1.47938 0.68045  -0.061
C4 0.56888 -1.15594 1.01367  -0.245
O1 0.62914 -2.28682 0.62303  0.029
H1 1.31607 0.73381 -1.84344  0.088
H2 1.12188 -1.14066 -1.42688  0.104
H3 0.86719 1.51727 1.68643  0.064
H4 -0.65572 1.56092 0.82582  0.110
H5 0.89257 2.20617 0.04782  0.058
H6 0.33829 -0.88278 2.13801  0.146
N1 -1.66658 -1.14504 -0.59492  0.249
C5 -1.97467 -0.00925 -0.67543  -0.414
O2 -2.18443 1.14270 -0.71206  0.129
H7 -1.73193 -2.08557 -0.81917  0.090

---

2 unconnected molecules or ions with the total composition C5H7NO2, computed with ωB97M-V with the def2-TZVPD basis set.

The spin multiplicity is 1. Its total charge is 0. The value obtained for the gap between HOMO and LUMO is 10.42 eV. The calculation puts the total energy at -399.65329 Ha. As for the LUMO energy: 0.55 eV. As for the strongest force on any atom: 0.27301 Eh/bohr.

Last column: Löwdin charge in e.
Geometry (Å):
C1 0.89240 -1.98982 0.22000  0.038
C2 0.41161 -0.61922 -0.28406  -0.114
C3 0.27503 0.64483 -0.20644  -0.252
C4 0.79054 1.95106 0.14360  -0.072
C5 -0.84195 -0.10511 -0.81115  -0.079
H1 0.48235 -2.30529 0.96350  -0.040
H2 0.90941 -2.58703 -0.62938  0.054
H3 2.10768 -1.80561 0.47942  0.160
H4 0.28205 2.30477 1.22420  0.136
H5 0.78612 2.48839 -0.87528  0.086
H6 2.21593 2.08654 0.55558  0.187
H7 -1.25823 0.06191 -1.81672  0.141
N1 -2.06631 -0.05170 0.16204  -0.398
O1 -3.18593 -0.05230 -0.39370  0.025
O2 -1.80071 -0.02142 1.26840  0.128

---

2 unconnected molecules or ions with the total composition C5H7NO2, computed with ωB97M-V with the def2-TZVPD basis set.

The spin multiplicity is 1. Its total charge is 0. The value obtained for the gap between HOMO and LUMO is 8.03 eV. The calculation puts the total energy at -399.79605 Ha. As for the LUMO energy: 0.35 eV. As for the strongest force on any atom: 0.08768 Eh/bohr.

Last column: Löwdin charge in e.
Geometry (Å):
C1 0.12463 -0.84559 -0.01276  -0.367
C2 0.16485 -1.49239 -1.16222  0.016
C3 3.24427 -0.47206 -0.48017  -0.535
C4 -0.42048 -0.47211 1.26001  -0.154
C5 0.92013 0.11936 0.80944  -0.183
N1 0.69414 1.56919 0.16336  0.084
O1 3.28927 -1.55585 -0.16186  0.226
O2 3.37467 0.58187 -0.86861  0.187
H1 0.99800 -1.48811 -1.90784  0.066
H2 -0.33424 -2.43235 -1.10315  0.040
H3 -1.25740 0.12304 1.19585  0.053
H4 -0.60484 -1.13378 2.18656  0.123
H5 0.47959 2.32839 0.80500  0.117
H6 -0.12567 1.66761 -0.59155  0.184
H7 1.58568 1.80129 -0.41718  0.143

---

A single C5H7NO2 molecule, computed with ωB97M-V with the def2-TZVPD basis set.

The spin multiplicity is 1. Its total charge is 0. The value obtained for the gap between HOMO and LUMO is 9.87 eV. The calculation puts the total energy at -399.80205 Ha. As for the LUMO energy: 0.34 eV. As for the strongest force on any atom: 0.10248 Eh/bohr. As for the structure (SMILES): CO[C@H]1C=CC=NO1.

Last column: Löwdin charge in e.
Geometry (Å):
C1 2.53534 -0.42538 -0.09210  -0.140
O1 1.43037 0.41474 -0.32460  -0.164
C2 0.23549 0.14092 0.39643  -0.389
C3 -0.65293 1.19976 0.01519  -0.016
C4 -1.94954 0.87767 -0.16877  -0.056
C5 -2.37038 -0.50277 0.01285  -0.201
N1 -1.61064 -1.46306 -0.16231  0.090
O2 -0.22365 -1.10319 -0.15504  -0.084
H1 2.28871 -1.58345 -0.23625  0.108
H2 3.28685 -0.06852 -0.98608  0.136
H3 3.02286 -0.48488 0.97973  0.103
H4 0.48252 -0.10959 1.49203  0.185
H5 -0.21066 2.19620 -0.27031  0.147
H6 -2.71248 1.66489 -0.36139  0.117
H7 -3.55186 -0.75334 -0.13938  0.164

---

A single C5H7NO2 molecule, computed with ωB97M-V with the def2-TZVPD basis set.

The spin multiplicity is 1. Its total charge is 0. The value obtained for the gap between HOMO and LUMO is 10.95 eV. The calculation puts the total energy at -399.84524 Ha. As for the LUMO energy: 1.03 eV. As for the strongest force on any atom: 0.04985 Eh/bohr. As for the structure (SMILES): N[C@@H]1[C@H]2O[C@H]2[C@H]2O[C@@H]12.

Last column: Löwdin charge in e.
Geometry (Å):
N1 -0.45294 -1.86618 0.58135  0.060
C1 -0.50213 -0.66153 -0.29335  -0.289
C2 0.87988 -0.33708 -0.73737  -0.189
O1 0.90586 0.80419 -1.62822  -0.010
C3 1.36806 1.03468 -0.29885  -0.117
C4 0.18305 1.61830 0.58908  -0.097
O2 -1.04454 1.78530 -0.10606  0.006
C5 -0.96291 0.55693 0.52841  -0.189
H1 -0.38288 -2.62594 -0.04049  0.053
H2 -1.37327 -1.96096 0.92411  0.050
H3 -1.18775 -0.90157 -1.11775  0.156
H4 1.48918 -1.15856 -1.10301  0.145
H5 2.44009 1.15867 -0.14655  0.140
H6 0.29111 2.20899 1.49885  0.137
H7 -1.65080 0.34476 1.34984  0.143

---

A molecular structure, C5H7NO2, computed with ωB97M-V with the def2-TZVPD basis set.

The spin multiplicity is 1. Its total charge is 0. The value obtained for the gap between HOMO and LUMO is 11.14 eV. The calculation puts the total energy at -399.92979 Ha. As for the LUMO energy: 0.78 eV. As for the strongest force on any atom: 0.01806 Eh/bohr.

Last column: Löwdin charge in e.
Geometry (Å):
C1 0.08617 -0.19846 0.84514  -0.238
C2 -0.06625 -0.07139 -0.68476  -0.198
C3 -0.89020 -1.13689 -1.39865  -0.036
C4 1.42718 -0.37141 -0.67335  -0.455
C5 -0.06657 1.05817 1.65274  -0.164
O1 1.49312 -0.50474 0.68042  0.079
N1 -0.01211 2.17520 1.07307  0.132
O2 2.29207 -0.52028 -1.47146  0.158
H1 -0.43722 -1.04389 1.30327  0.151
H2 -0.31442 0.93880 -0.99744  0.135
H3 -0.07848 2.99491 1.68465  0.067
H4 -0.15960 0.89038 2.73255  0.119
H5 -1.06350 -0.83929 -2.42815  0.081
H6 -0.36104 -2.08984 -1.41289  0.090
H7 -1.84918 -1.28122 -0.90515  0.080

---

2 unconnected molecules or ions with the total composition C5H7NO2, computed with ωB97M-V with the def2-TZVPD basis set.

The spin multiplicity is 1. Its total charge is 0. The value obtained for the gap between HOMO and LUMO is 10.71 eV. The calculation puts the total energy at -399.91143 Ha. As for the LUMO energy: 0.62 eV. As for the strongest force on any atom: 0.08218 Eh/bohr. As for the structure (SMILES): C=C(C)C#N.O=CO.

Last column: Löwdin charge in e.
Geometry (Å):
C1 -1.32068 0.19193 1.40212  0.084
C2 -1.21941 -0.25256 0.13003  -0.334
C3 -2.20727 0.23595 -0.88986  -0.060
C4 -0.18714 -1.22503 -0.30416  -0.183
N1 0.61083 -2.00029 -0.49404  0.169
H1 -0.65231 -0.27191 2.09845  0.067
H2 -1.99950 0.80626 1.88115  0.050
H3 -2.56507 -0.53904 -1.59849  0.098
H4 -2.98097 0.65186 -0.24266  0.076
H5 -1.72250 1.08409 -1.34461  0.080
O1 1.73804 0.93014 -0.43070  0.061
C5 2.84294 0.69091 -0.05089  -0.335
O2 3.36693 -0.58972 0.00499  0.051
H6 3.44902 1.37455 0.45734  0.115
H7 2.84709 -1.08714 -0.61865  0.059

---

2 unconnected molecules or ions with the total composition C5H7NO2, computed with ωB97M-V with the def2-TZVPD basis set.

The spin multiplicity is 1. Its total charge is 0. The value obtained for the gap between HOMO and LUMO is 10.07 eV. The calculation puts the total energy at -399.87274 Ha. As for the LUMO energy: 0.31 eV. As for the strongest force on any atom: 0.07878 Eh/bohr.

Last column: Löwdin charge in e.
Geometry (Å):
C1 -0.70533 -1.39892 0.80136  -0.064
C2 -0.33922 0.43847 -1.05303  -0.636
C3 1.68364 -0.16609 -0.97468  0.067
C4 -0.43696 0.03413 0.48143  -0.309
C5 -0.38878 1.02652 1.36127  0.069
O1 -0.97016 -0.50115 -1.81249  0.059
N1 2.65851 0.41468 -0.69645  0.168
O2 -0.32562 1.61119 -1.39592  0.046
H1 -1.21214 -0.08931 -2.65441  0.126
H2 3.21340 1.02116 -0.12323  0.099
H3 -1.60700 -1.73738 0.29406  0.082
H4 -0.82277 -1.53758 1.87419  0.080
H5 0.11557 -2.02536 0.45196  0.076
H6 -0.32021 2.05113 1.02940  0.069
H7 -0.54293 0.85852 2.41655  0.067